{
  "formula": "C32H60Cl6O21",
  "method": "ωB97M-V with the def2-TZVPD basis set",
  "species": ["C", "C", "O", "C", "O", "O", "C", "H", "H", "H", "H", "H", "H", "H", "H", "C", "C", "O", "C", "O", "O", "C", "H", "H", "H", "H", "H", "H", "H", "H", "C", "C", "O", "C", "O", "O", "C", "H", "H", "H", "H", "H", "H", "H", "H", "C", "C", "O", "C", "O", "O", "C", "H", "H", "H", "H", "H", "H", "H", "H", "C", "C", "O", "C", "O", "O", "C", "H", "H", "H", "H", "H", "H", "H", "H", "O", "C", "O", "C", "C", "O", "H", "H", "H", "H", "O", "C", "O", "C", "C", "O", "H", "H", "H", "H", "Cl", "C", "C", "Cl", "H", "H", "H", "H", "Cl", "C", "C", "Cl", "H", "H", "H", "H", "Cl", "C", "C", "Cl", "H", "H", "H", "H"],
  "positions_angstrom": [[-3.97, 4.34, 5.33], [-4.02, 5.03, 3.99], [-3.28, 4.38, 2.95], [-3.78, 3.36, 2.30], [-4.81, 2.77, 2.50], [-2.88, 2.99, 1.37], [-3.25, 2.15, 0.29], [-3.02, 3.90, 5.61], [-4.75, 3.57, 5.36], [-4.22, 5.09, 6.08], [-3.40, 5.92, 4.11], [-5.00, 5.41, 3.68], [-3.82, 1.29, 0.65], [-2.35, 1.72, -0.15], [-3.79, 2.77, -0.42], [3.76, 3.68, -0.67], [4.73, 3.91, 0.46], [4.59, 5.16, 1.12], [4.88, 6.30, 0.46], [5.16, 6.40, -0.70], [4.77, 7.26, 1.35], [5.21, 8.56, 1.01], [2.78, 4.12, -0.47], [3.65, 2.65, -0.98], [4.12, 4.13, -1.60], [5.75, 3.66, 0.17], [4.45, 3.20, 1.24], [5.01, 9.28, 1.80], [4.73, 8.92, 0.10], [6.30, 8.52, 0.91], [-4.04, -2.33, -0.59], [-3.84, -2.62, 0.88], [-5.08, -2.29, 1.53], [-5.49, -2.99, 2.58], [-4.95, -3.96, 3.01], [-6.47, -2.38, 3.23], [-7.12, -1.23, 2.73], [-4.66, -1.46, -0.80], [-4.57, -3.16, -1.08], [-3.13, -2.33, -1.20], [-2.97, -2.07, 1.23], [-3.79, -3.70, 1.02], [-6.64, -0.31, 3.07], [-8.11, -1.21, 3.19], [-7.22, -1.20, 1.64], [-4.67, 2.90, -5.25], [-4.52, 1.93, -4.10], [-3.51, 2.41, -3.20], [-2.22, 2.31, -3.44], [-1.71, 1.88, -4.45], [-1.57, 2.83, -2.42], [-0.21, 3.17, -2.65], [-3.74, 2.98, -5.81], [-4.79, 3.93, -4.91], [-5.47, 2.63, -5.94], [-4.18, 0.96, -4.47], [-5.42, 1.84, -3.51], [0.45, 2.30, -2.71], [0.20, 3.76, -1.83], [-0.10, 3.65, -3.62], [3.40, -3.23, 0.89], [2.37, -4.29, 0.42], [2.89, -4.91, -0.74], [2.24, -6.00, -1.15], [1.34, -6.54, -0.60], [2.80, -6.37, -2.29], [2.16, -7.43, -2.97], [3.76, -2.81, -0.04], [4.22, -3.76, 1.39], [2.91, -2.60, 1.62], [1.38, -3.88, 0.23], [2.20, -4.96, 1.26], [1.12, -7.19, -3.18], [2.22, -8.35, -2.39], [2.60, -7.68, -3.93], [4.25, -1.29, -2.04], [4.18, -2.04, -2.95], [4.15, -1.64, -4.23], [3.90, -2.73, -5.08], [4.08, -3.96, -4.18], [4.18, -3.38, -2.88], [2.91, -2.79, -5.55], [4.56, -2.78, -5.95], [4.95, -4.58, -4.37], [3.15, -4.53, -4.19], [0.69, -3.63, -3.17], [0.05, -4.50, -2.66], [-0.25, -5.69, -3.15], [-1.42, -6.21, -2.51], [-1.22, -5.58, -1.13], [-0.51, -4.37, -1.42], [-2.36, -5.97, -3.01], [-1.31, -7.29, -2.49], [-0.58, -6.15, -0.46], [-2.18, -5.37, -0.66], [1.98, -0.34, 3.51], [2.41, -0.81, 5.19], [2.04, -2.25, 5.43], [0.30, -2.52, 5.57], [2.01, -0.04, 5.84], [3.50, -0.81, 5.23], [2.45, -2.58, 6.39], [2.41, -2.83, 4.59], [-0.88, -0.73, -0.41], [0.74, -0.58, -1.19], [1.76, 0.01, -0.25], [1.40, 1.72, 0.06], [0.54, -0.11, -2.14], [0.95, -1.63, -1.40], [2.70, 0.02, -0.81], [1.85, -0.58, 0.66], [0.05, 3.16, 4.78], [0.63, 3.81, 3.22], [2.11, 4.09, 3.31], [2.59, 5.18, 4.67], [-0.03, 4.66, 3.07], [0.51, 3.09, 2.41], [2.47, 4.66, 2.45], [2.69, 3.18, 3.40]],
  "smiles": "CCOC(=O)OC.CCOC(=O)OC.CCOC(=O)OC.CCOC(=O)OC.CCOC(=O)OC.O=C1OCCO1.O=C1OCCO1.ClCCCl.ClCCCl.ClCCCl",
  "lumo_energy_ev": 0.39,
  "largest_force_ev_per_a": 2.1,
  "charge": 0,
  "e_above_lowest_ev": 0.0000
}

---

{
  "formula": "C32H60F6NiO16S6",
  "method": "ωB97M-V with the def2-TZVPD basis set",
  "species": ["Ni", "C", "O", "O", "C", "F", "F", "F", "C", "C", "H", "H", "H", "H", "H", "H", "C", "O", "O", "C", "F", "F", "F", "C", "C", "H", "H", "H", "H", "H", "H", "C", "C", "C", "S", "O", "O", "C", "H", "H", "H", "H", "H", "H", "H", "H", "C", "C", "C", "S", "O", "O", "C", "H", "H", "H", "H", "H", "H", "H", "H", "C", "C", "C", "S", "O", "O", "C", "H", "H", "H", "H", "H", "H", "H", "H", "C", "C", "C", "S", "O", "O", "C", "H", "H", "H", "H", "H", "H", "H", "H", "C", "C", "C", "S", "O", "O", "C", "H", "H", "H", "H", "H", "H", "H", "H", "C", "C", "C", "S", "O", "O", "C", "H", "H", "H", "H", "H", "H", "H", "H"],
  "positions_angstrom": [[0.18, 0.95, 0.39], [-1.85, -1.69, 0.07], [-2.89, -0.81, -0.21], [-0.76, -0.90, 0.58], [-2.27, -2.96, 0.88], [-2.44, -3.92, -0.05], [-1.28, -3.35, 1.72], [-3.42, -2.84, 1.58], [-3.82, -1.04, -1.24], [-5.26, -0.38, -0.89], [-6.03, -0.54, -1.64], [-5.76, -0.79, -0.01], [-5.25, 0.71, -0.80], [-4.04, -2.09, -1.40], [-3.42, -0.70, -2.19], [-1.56, -1.98, -0.94], [2.11, 3.86, 1.00], [3.48, 3.44, 1.54], [1.25, 2.78, 0.70], [1.48, 5.02, 1.91], [2.40, 5.95, 2.39], [0.55, 5.80, 1.22], [0.86, 4.54, 2.95], [3.63, 2.82, 2.82], [5.06, 2.37, 3.01], [5.07, 1.74, 3.90], [5.29, 1.67, 2.21], [5.77, 3.15, 3.28], [2.94, 1.98, 2.87], [3.29, 3.49, 3.61], [2.41, 4.31, 0.05], [-4.50, 3.58, 3.27], [-5.05, 2.60, 2.24], [-3.99, 1.52, 1.83], [-2.40, 1.96, 2.66], [-1.30, 1.88, 1.64], [-2.43, 1.19, 3.93], [-3.00, 3.70, 3.01], [-4.66, 3.40, 4.33], [-4.96, 4.57, 3.25], [-5.43, 3.05, 1.32], [-6.01, 2.20, 2.55], [-3.89, 1.64, 0.75], [-4.18, 0.47, 2.07], [-2.74, 4.30, 2.14], [-2.49, 4.14, 3.87], [5.06, 1.61, -2.17], [4.34, 1.14, -3.52], [2.97, 0.51, -3.32], [2.97, -0.25, -1.51], [3.30, -1.68, -1.57], [1.77, 0.21, -0.77], [4.51, 0.80, -0.93], [4.78, 2.61, -1.82], [6.14, 1.47, -2.13], [4.91, 0.34, -4.00], [4.26, 1.96, -4.24], [2.66, -0.24, -4.05], [2.22, 1.30, -3.37], [5.29, 0.14, -0.56], [4.09, 1.46, -0.17], [2.97, -4.79, -0.98], [1.79, -4.31, -0.13], [1.61, -5.36, 1.00], [1.95, -6.91, 0.14], [0.78, -7.61, -0.42], [2.91, -7.67, 0.91], [2.75, -6.24, -1.35], [3.98, -4.74, -0.55], [3.12, -4.14, -1.84], [0.89, -4.25, -0.74], [2.09, -3.32, 0.19], [0.64, -5.35, 1.50], [2.30, -5.27, 1.83], [1.97, -6.11, -2.09], [3.48, -6.98, -1.67], [-1.17, -1.89, -3.67], [-0.08, -2.81, -3.15], [-0.21, -3.96, -4.22], [-0.30, -3.06, -5.81], [-0.81, -3.93, -6.84], [0.95, -2.39, -6.06], [-1.45, -1.88, -5.16], [-1.11, -0.86, -3.32], [-2.13, -2.33, -3.39], [-0.33, -3.20, -2.16], [0.89, -2.31, -3.17], [-0.96, -4.71, -3.99], [0.79, -4.37, -4.40], [-2.48, -2.21, -5.31], [-1.26, -0.92, -5.63], [-3.39, 4.08, -1.49], [-3.48, 3.63, -2.96], [-2.35, 2.63, -3.24], [-1.01, 2.73, -2.00], [0.31, 3.24, -2.42], [-0.94, 1.49, -1.18], [-1.86, 4.03, -1.04], [-4.15, 3.43, -1.06], [-3.75, 5.10, -1.37], [-3.35, 4.56, -3.51], [-4.52, 3.39, -3.15], [-1.93, 2.90, -4.21], [-2.60, 1.58, -3.42], [-1.58, 5.00, -1.46], [-1.67, 4.06, 0.03], [0.26, -0.16, 5.50], [0.77, -1.59, 5.48], [0.95, -1.99, 4.02], [1.85, -0.46, 3.37], [1.34, 0.01, 2.08], [3.27, -0.70, 3.59], [1.17, 0.66, 4.57], [0.20, 0.20, 6.53], [-0.79, -0.03, 5.24], [-0.05, -2.12, 5.96], [1.69, -1.82, 6.02], [-0.08, -1.90, 3.65], [1.53, -2.89, 3.84], [0.58, 1.46, 4.11], [2.03, 1.20, 4.97]],
  "multiplicity": 3,
  "s_squared": 2.0029,
  "lumo_energy_ev": [-0.22, -0.22],
  "largest_force_ev_per_a": 4.8,
  "charge": 0
}

---

{
  "formula": "C32H60FN2O9",
  "method": "ωB97M-V with the def2-TZVPD basis set",
  "species": ["C", "C", "O", "C", "C", "C", "C", "C", "O", "F", "C", "N", "C", "C", "C", "C", "C", "O", "C", "C", "C", "C", "C", "C", "C", "N", "H", "H", "H", "H", "H", "H", "H", "H", "H", "H", "H", "H", "H", "H", "H", "H", "H", "H", "H", "H", "H", "H", "H", "H", "H", "H", "H", "H", "H", "H", "H", "H", "C", "O", "C", "C", "O", "C", "C", "O", "C", "H", "H", "H", "H", "H", "H", "H", "H", "H", "H", "H", "H", "H", "H", "C", "O", "C", "C", "O", "C", "C", "O", "C", "H", "H", "H", "H", "H", "H", "H", "H", "H", "H", "H", "H", "H", "H"],
  "positions_angstrom": [[-0.13, 9.04, -1.58], [0.58, 8.36, -2.86], [1.94, 7.93, -2.62], [2.02, 6.88, -1.62], [2.98, 5.70, -2.12], [2.22, 4.35, -2.60], [3.11, 3.78, -3.85], [3.03, 4.70, -5.14], [2.12, 4.73, -5.98], [4.17, 5.55, -5.38], [0.75, 4.57, -3.18], [-0.37, 4.54, -2.17], [0.01, 3.99, -0.83], [1.07, 2.80, -1.00], [0.55, 1.53, -1.82], [-0.74, 0.81, -1.20], [-0.63, 0.51, 0.40], [-1.91, 1.62, -1.48], [-2.81, 1.01, -2.43], [-3.41, 2.11, -3.47], [-2.83, 2.06, -4.93], [-3.38, 3.05, -6.00], [-4.50, 4.06, -5.58], [-5.03, 4.12, -4.11], [-4.49, 3.13, -3.03], [2.37, 3.34, -1.51], [-0.92, 9.83, -1.87], [0.60, 9.44, -0.80], [-0.72, 8.20, -1.06], [0.65, 9.19, -3.66], [-0.08, 7.54, -3.35], [2.54, 7.36, -0.70], [0.99, 6.56, -1.26], [3.68, 6.13, -2.92], [3.64, 5.40, -1.23], [2.77, 2.69, -4.03], [4.19, 3.72, -3.44], [0.53, 3.75, -3.95], [0.75, 5.56, -3.76], [-1.17, 4.02, -2.61], [-0.73, 5.51, -2.03], [0.49, 4.76, -0.13], [-0.97, 3.67, -0.31], [1.29, 2.42, 0.07], [0.28, 1.86, -2.90], [1.38, 0.75, -1.92], [-0.78, -0.24, -1.68], [0.33, -0.09, 0.59], [-0.62, 1.54, 0.91], [-1.56, -0.10, 0.66], [-2.36, 0.19, -3.08], [-3.73, 0.66, -1.82], [-2.03, 1.26, -5.17], [-2.97, 3.01, -7.06], [-4.92, 4.76, -6.39], [-5.83, 4.86, -3.79], [-4.87, 3.13, -1.95], [2.98, 2.57, -1.81], [-0.39, -6.65, 1.30], [-1.63, -6.11, 0.89], [-2.73, -6.94, 1.25], [-4.00, -6.11, 1.42], [-4.04, -5.39, 2.65], [-3.16, -4.28, 2.76], [-3.57, -3.09, 1.90], [-3.24, -3.31, 0.54], [-4.10, -2.63, -0.35], [-0.17, -7.58, 0.76], [0.39, -5.92, 1.08], [-0.39, -6.83, 2.38], [-2.52, -7.48, 2.18], [-2.87, -7.67, 0.43], [-4.85, -6.80, 1.46], [-4.17, -5.45, 0.57], [-2.12, -4.57, 2.58], [-3.21, -3.97, 3.81], [-3.03, -2.19, 2.23], [-4.65, -2.92, 2.02], [-5.14, -2.93, -0.18], [-3.83, -2.91, -1.37], [-3.99, -1.55, -0.23], [5.69, -4.31, 6.95], [4.78, -4.36, 5.87], [5.35, -4.97, 4.71], [4.26, -5.60, 3.86], [3.76, -6.84, 4.37], [2.95, -6.75, 5.55], [1.56, -6.17, 5.28], [1.63, -4.75, 5.14], [0.61, -4.24, 4.30], [6.54, -3.66, 6.72], [5.16, -3.91, 7.82], [6.04, -5.31, 7.21], [6.07, -5.75, 5.00], [5.87, -4.20, 4.14], [4.70, -5.86, 2.89], [3.44, -4.91, 3.65], [3.46, -6.23, 6.35], [2.82, -7.79, 5.88], [0.91, -6.39, 6.13], [1.15, -6.63, 4.37], [0.66, -4.71, 3.31], [0.78, -3.17, 4.18], [-0.37, -4.41, 4.75]],
  "lumo_energy_ev": -2.64,
  "largest_force_ev_per_a": 5.1,
  "charge": 1
}

---

{
  "formula": "C32H60N2OP3Zn",
  "method": "ωB97M-V with the def2-TZVPD basis set",
  "species": ["C", "C", "C", "C", "C", "H", "H", "H", "N", "P", "P", "C", "H", "H", "C", "H", "C", "C", "C", "C", "C", "H", "H", "H", "C", "H", "H", "H", "C", "H", "H", "H", "C", "H", "H", "H", "C", "H", "H", "H", "C", "H", "H", "H", "C", "H", "H", "H", "C", "H", "H", "H", "C", "H", "H", "H", "C", "H", "H", "H", "C", "H", "H", "H", "C", "H", "H", "H", "Zn", "C", "O", "N", "C", "C", "C", "C", "C", "H", "H", "H", "H", "H", "H", "H", "H", "H", "C", "P", "C", "C", "H", "H", "H", "H", "H", "H", "H", "H", "H"],
  "positions_angstrom": [[-0.35, 2.88, -0.71], [1.57, 1.80, -1.55], [0.16, 4.12, -1.06], [2.21, 3.07, -1.65], [1.49, 4.23, -1.47], [-0.52, 4.97, -0.97], [3.25, 3.08, -1.98], [1.90, 5.21, -1.63], [0.33, 1.74, -0.92], [-2.07, 1.39, 1.01], [1.31, -0.86, -2.31], [-1.75, 2.84, -0.09], [-1.90, 3.75, 0.50], [-2.52, 2.84, -0.88], [2.18, 0.64, -2.10], [3.19, 0.77, -2.50], [2.34, -2.41, -1.62], [1.20, -0.75, -4.22], [-1.52, 2.04, 2.72], [-3.96, 1.32, 0.90], [1.71, -2.89, -0.30], [0.65, -3.17, -0.44], [2.25, -3.79, 0.05], [1.77, -2.14, 0.51], [2.27, -3.60, -2.60], [1.23, -3.91, -2.78], [2.76, -3.39, -3.56], [2.79, -4.46, -2.13], [3.80, -2.03, -1.39], [4.35, -2.94, -1.11], [4.28, -1.61, -2.29], [3.91, -1.31, -0.57], [0.42, -1.94, -4.78], [-0.58, -2.01, -4.33], [0.30, -1.78, -5.87], [0.92, -2.90, -4.64], [0.43, 0.53, -4.61], [-0.52, 0.60, -4.08], [1.02, 1.43, -4.42], [0.22, 0.50, -5.69], [2.61, -0.70, -4.83], [3.10, 0.26, -4.62], [3.28, -1.51, -4.49], [2.52, -0.79, -5.92], [-4.46, 0.36, 1.99], [-5.54, 0.19, 1.85], [-3.97, -0.62, 1.95], [-4.34, 0.75, 3.00], [-4.33, 0.77, -0.49], [-4.11, 1.51, -1.27], [-3.82, -0.16, -0.74], [-5.42, 0.59, -0.51], [-4.66, 2.68, 1.06], [-4.31, 3.40, 0.31], [-5.74, 2.51, 0.89], [-4.55, 3.11, 2.05], [-0.15, 2.73, 2.60], [-0.22, 3.67, 2.04], [0.20, 2.97, 3.61], [0.60, 2.08, 2.12], [-1.39, 0.82, 3.64], [-0.58, 0.15, 3.33], [-1.15, 1.16, 4.66], [-2.30, 0.21, 3.70], [-2.50, 3.03, 3.36], [-2.67, 3.91, 2.72], [-3.46, 2.56, 3.63], [-2.04, 3.38, 4.29], [-0.45, -0.03, -0.22], [-1.71, -1.53, -0.85], [-1.99, -1.40, -2.04], [1.19, -0.65, 2.54], [2.22, -0.17, 2.84], [3.61, 0.44, 2.85], [4.06, 0.52, 1.39], [3.62, 1.81, 3.54], [4.55, -0.49, 3.63], [4.21, -0.51, 1.02], [3.29, 0.99, 0.75], [5.01, 1.07, 1.30], [3.17, 1.74, 4.54], [4.65, 2.15, 3.66], [3.09, 2.58, 2.96], [5.49, 0.03, 3.83], [4.10, -0.79, 4.59], [4.77, -1.38, 3.03], [-4.18, -3.01, 0.10], [-2.38, -2.95, 0.15], [-1.84, -2.82, 1.85], [-1.78, -4.48, -0.58], [-4.50, -3.91, 0.66], [-4.64, -2.13, 0.56], [-4.53, -3.11, -0.94], [-2.05, -3.78, 2.35], [-0.76, -2.61, 1.92], [-2.38, -2.02, 2.38], [-2.60, -5.22, -0.58], [-1.47, -4.31, -1.62], [-0.94, -4.88, 0.00]],
  "lumo_energy_ev": -2.89,
  "largest_force_ev_per_a": 2.7,
  "charge": 1,
  "e_above_lowest_ev": 0.0000
}